Molecular formula: C29H44BF4LiO13
Method: DFT, ωB97M-V/def2-TZVPD

```
92
Properties=species:S:1:pos:R:3
Li 0.60 3.66 0.07
B 0.20 0.46 -0.75
F 0.58 1.72 -0.37
F -1.03 0.25 -0.21
F 0.21 0.35 -2.15
F 1.23 -0.45 -0.44
C 4.07 -2.52 -1.22
O 4.71 -2.41 0.07
H 4.64 -2.19 -2.05
H 3.49 -1.59 -1.43
H 3.34 -3.36 -1.35
H 4.25 -1.82 0.60
C -0.50 -2.63 -2.71
O -1.03 -1.68 -3.61
H -0.99 -3.09 -1.64
H 0.61 -2.44 -2.71
H -0.48 -3.59 -3.29
H -0.73 -0.92 -3.33
C -1.70 2.34 -3.92
O -2.29 2.09 -5.12
H -0.71 1.83 -3.74
H -2.00 1.80 -3.13
H -1.66 3.54 -3.55
H -2.12 1.35 -5.36
C 2.92 0.41 -4.20
O 1.93 1.45 -4.37
H 3.04 0.21 -5.33
H 2.48 -0.54 -3.84
H 3.68 0.80 -3.71
H 1.55 1.43 -3.55
C 2.83 4.09 -1.64
O 2.21 4.69 -0.51
H 3.86 4.27 -1.67
H 2.23 4.39 -2.55
H 2.71 2.99 -1.70
H 2.58 5.64 -0.59
C -7.05 0.34 -1.60
C -6.65 -0.23 -0.34
C -5.28 -0.51 -0.02
C -4.34 -0.33 -1.01
C -4.68 0.04 -2.31
C -6.11 0.44 -2.61
O -6.40 0.97 -3.77
O -5.03 -0.82 1.29
H -8.11 0.68 -1.80
H -7.50 -0.28 0.49
H -3.29 -0.53 -0.75
H -3.97 0.12 -3.08
H -6.09 0.41 -4.64
H -5.82 -0.90 1.83
C -1.45 1.50 3.22
C -1.00 2.03 4.38
C -1.36 3.34 4.79
C -2.12 4.20 3.86
C -2.57 3.60 2.66
C -2.16 2.26 2.34
O -2.75 1.78 1.22
O -0.94 4.04 5.96
H -1.10 0.48 2.84
H -0.44 1.28 4.88
H -1.91 5.14 4.23
H -3.21 4.27 2.31
H -2.30 1.02 0.66
H -0.96 3.59 6.87
C 0.75 -3.86 0.17
C 0.67 -5.24 -0.10
C -0.19 -6.18 0.56
C -1.16 -5.61 1.48
C -1.02 -4.21 1.74
C -0.26 -3.34 1.07
O -0.24 -2.05 1.36
O -0.34 -7.57 0.23
H 1.35 -3.20 -0.29
H 1.29 -5.63 -0.89
H -1.86 -6.15 1.98
H -1.63 -3.90 2.37
H -0.21 -1.40 0.56
H -0.88 -8.10 0.79
C 5.42 -0.02 4.02
C 4.54 -0.88 3.32
C 3.74 -0.29 2.30
C 3.88 1.05 1.91
C 4.80 1.94 2.61
C 5.57 1.39 3.63
O 6.44 2.11 4.34
O 2.69 -1.12 1.87
H 5.93 -0.70 4.82
H 4.37 -1.86 3.53
H 3.16 1.36 1.17
H 4.84 2.96 2.17
H 6.15 2.77 4.94
H 2.01 -0.77 1.40
```

## Properties
ΔE to the lowest compared entry with this formula, charge and spin ... 299.78 kJ/mol
Total charge ... 0
HOMO energy ... -7.6656 eV
Calculated total energy ... -2541.19152 Ha


Molecular formula: C29H44BaMnN5O5
Method: DFT, ωB97M-V/def2-TZVPD

```
85
Properties=species:S:1:pos:R:3
Ba -0.21 1.12 2.55
Mn 2.10 0.24 -0.70
C -1.16 -2.31 -0.11
C -0.84 -0.94 -0.56
C -2.09 -0.11 -0.74
O 0.19 -0.25 0.19
H -0.43 -3.06 -0.41
H -1.97 -2.58 -0.79
H -1.48 -2.41 0.93
H -0.45 -1.09 -1.57
H -2.03 0.76 -1.39
H -2.46 0.20 0.24
H -2.90 -0.69 -1.17
C 3.01 4.70 2.60
C 2.08 3.69 2.18
C 2.49 2.85 0.87
O 1.71 1.96 0.46
C 3.79 3.12 0.31
C 4.61 4.05 0.78
C 4.21 4.85 2.01
O 5.10 5.67 2.53
O 5.76 4.07 0.15
O 0.96 3.42 2.64
H 2.99 5.23 3.54
H 4.03 2.39 -0.46
C -2.32 0.92 -5.25
C -1.55 2.15 -4.74
C -2.18 3.44 -5.36
C -3.60 3.60 -5.11
N -4.73 3.67 -4.92
H -3.22 0.77 -4.65
H -1.61 0.10 -5.16
H -2.50 0.93 -6.33
H -0.47 2.04 -4.87
H -1.65 2.28 -3.67
H -2.10 3.51 -6.45
H -1.61 4.30 -5.01
C 5.90 -3.52 -0.38
C 5.20 -4.29 -1.56
C 4.46 -3.36 -2.48
C 3.25 -2.70 -1.89
N 2.32 -2.18 -1.48
H 6.51 -2.70 -0.77
H 6.60 -4.15 0.17
H 5.20 -3.17 0.38
H 4.59 -5.17 -1.37
H 5.98 -4.73 -2.18
H 4.20 -3.77 -3.46
H 5.07 -2.48 -2.68
C 2.21 -4.29 1.65
C 3.05 -3.63 2.75
C 2.28 -3.22 4.00
C 1.10 -2.51 3.64
N 0.15 -1.97 3.31
H 1.46 -3.59 1.27
H 1.65 -5.16 1.99
H 2.74 -4.64 0.77
H 3.70 -2.82 2.40
H 3.80 -4.40 2.94
H 2.83 -2.45 4.54
H 2.08 -4.19 4.44
C -1.99 4.90 -1.75
C -3.51 4.57 -1.81
C -4.04 4.16 -0.38
C -3.05 3.31 0.36
N -2.19 2.63 0.88
H -1.68 5.19 -2.76
H -1.33 4.12 -1.36
H -1.67 5.76 -1.17
H -3.75 3.67 -2.38
H -4.08 5.19 -2.51
H -4.95 3.57 -0.52
H -4.35 5.02 0.22
C -5.40 -2.70 3.11
C -4.37 -2.97 4.26
C -3.01 -2.60 3.86
C -2.79 -1.20 3.67
N -2.66 -0.05 3.57
H -5.54 -1.62 3.04
H -6.34 -3.12 3.47
H -5.11 -3.00 2.10
H -4.40 -3.95 4.72
H -4.62 -2.32 5.11
H -2.62 -3.15 3.01
H -2.37 -2.87 4.70
```

## Properties
Total charge ... +1
Spin multiplicity ... 6
HOMO energy (spin up / spin down) ... -8.9272 / -8.9305 eV
⟨S²⟩ ... 8.760
Calculated total energy ... -2957.58823 Ha


Molecular formula: C29H44BrF3IN8O4RbS2
Method: DFT, ωB97M-V/def2-TZVPD

```
93
Properties=species:S:1:pos:R:3
Rb 0.83 -0.30 1.14
Br -4.22 -0.48 -5.33
C -2.88 -1.20 -4.20
C -3.03 -2.49 -3.71
C -2.08 -3.02 -2.86
C -0.98 -2.25 -2.48
C -0.83 -0.97 -3.01
C -1.78 -0.44 -3.87
N 0.02 -2.64 -1.55
C 0.00 -3.77 -1.00
C 1.03 -4.15 0.00
C 1.47 -5.47 0.06
C 2.46 -5.80 0.97
C 2.95 -4.81 1.80
C 2.43 -3.53 1.69
N 1.50 -3.19 0.80
H -3.90 -3.08 -4.00
H -2.22 -4.02 -2.48
H 0.03 -0.39 -2.71
H -1.66 0.57 -4.25
H -0.74 -4.54 -1.22
H 1.04 -6.21 -0.60
H 2.83 -6.82 1.04
H 3.72 -5.02 2.54
H 2.77 -2.74 2.35
F -2.17 1.14 3.99
C -1.10 0.71 4.70
F -0.42 1.82 5.04
F -1.58 0.17 5.83
C -0.25 -0.31 3.88
O -0.93 -1.22 3.35
O 0.96 -0.09 3.80
N -0.97 3.49 2.05
C -0.46 2.94 0.93
O 0.65 2.40 0.91
C -1.31 2.96 -0.31
I -1.90 4.92 -0.92
H -0.51 3.28 2.93
H -1.93 3.78 2.08
H -2.22 2.39 -0.16
H -0.73 2.54 -1.13
C 3.18 -1.78 -2.48
N 4.46 -1.33 -1.96
C 5.60 -1.38 -2.86
C 4.58 -0.87 -0.71
O 3.65 -0.74 0.08
H 3.27 -2.80 -2.85
H 2.86 -1.13 -3.29
H 2.44 -1.75 -1.69
H 5.77 -2.40 -3.21
H 6.49 -1.04 -2.34
H 5.43 -0.74 -3.73
H 5.62 -0.60 -0.44
C -5.33 -0.60 3.83
C -4.46 -1.69 3.21
N -3.52 -1.20 2.22
C -3.80 -0.90 0.96
S -2.60 -0.33 -0.10
N -5.06 -1.11 0.53
C -5.53 -0.84 -0.83
C -5.94 0.60 -1.05
H -6.01 -1.02 4.56
H -5.91 -0.07 3.08
H -4.69 0.13 4.33
H -5.08 -2.49 2.78
H -3.86 -2.17 3.99
H -2.56 -1.08 2.54
H -5.75 -1.40 1.20
H -6.37 -1.52 -1.01
H -4.73 -1.12 -1.51
H -6.74 0.89 -0.37
H -6.29 0.75 -2.07
H -5.09 1.26 -0.88
C 2.02 5.84 0.25
C 2.73 5.19 -0.93
N 1.98 4.09 -1.52
C 2.26 2.78 -1.57
S 1.44 1.81 -2.69
N 3.19 2.23 -0.78
C 3.65 2.65 0.54
C 5.15 2.95 0.58
H 2.62 6.66 0.65
H 1.82 5.12 1.05
H 1.06 6.25 -0.06
H 3.72 4.84 -0.65
H 2.88 5.94 -1.72
H 1.23 4.35 -2.14
H 3.24 1.23 -0.92
H 3.43 1.84 1.24
H 3.06 3.50 0.88
H 5.71 2.07 0.27
H 5.46 3.21 1.59
H 5.42 3.77 -0.09
```

## Properties
ΔE to the lowest compared entry with this formula, charge and spin ... 33.55 kJ/mol
Total charge ... 0
HOMO energy ... -7.8260 eV
Calculated total energy ... -5862.41653 Ha